(1)
This record from the Open Molecules 2025 dataset describes a structure of composition C27H56N3O7S2. The level of theory is ωB97M-V/def2-TZVPD.

Geometry as XYZ:
```
95
Properties=species:S:1:pos:R:3:forces:R:3
C 6.073201 -2.650224 0.707813 0.058 -0.005 -0.059
C 5.875449 -2.020372 -0.669343 -0.185 -0.159 0.092
C 4.831092 -2.776519 -1.506460 0.082 -0.042 0.059
C 5.182792 -2.864063 -2.987875 -0.043 0.052 0.016
C 4.301980 -3.838919 -3.761964 -0.165 -0.121 -0.006
C 4.625465 -5.298894 -3.436089 0.069 -0.034 -0.203
S 3.212721 -6.370541 -3.253597 -0.104 0.188 0.100
O 3.750611 -7.680903 -2.964976 0.013 0.025 -0.069
O 2.466121 -6.235951 -4.497592 -0.038 -0.030 0.012
N 2.487251 -5.674316 -2.015590 0.065 -0.233 0.145
S 1.007643 -6.116915 -1.604953 0.022 0.220 -0.100
O 0.678522 -7.466484 -2.000482 0.017 -0.057 0.047
O 0.779783 -5.749116 -0.226705 0.051 -0.019 -0.063
C -0.039528 -5.095094 -2.642907 -0.031 -0.058 -0.177
C -0.173301 -3.581148 -2.391169 0.048 -0.012 -0.002
C 0.686921 -2.972271 -1.301699 -0.189 0.017 0.068
O -1.536684 -3.248602 -2.058384 -0.320 0.117 -0.582
H 6.545815 -3.630425 0.614729 -0.055 -0.022 0.001
H 5.114267 -2.798247 1.206979 -0.009 0.035 0.039
H 6.710115 -2.037557 1.348676 -0.013 0.026 0.029
H 6.829690 -2.015350 -1.203544 0.028 0.099 0.023
H 5.560319 -0.982384 -0.538889 0.106 0.086 -0.113
H 4.704835 -3.784942 -1.099961 -0.017 -0.002 -0.052
H 3.856798 -2.291680 -1.402668 -0.033 -0.083 0.038
H 6.227590 -3.182105 -3.089614 0.025 0.085 -0.023
H 5.100558 -1.865895 -3.431458 0.100 -0.003 -0.027
H 4.429424 -3.690064 -4.834969 -0.027 0.064 -0.014
H 3.247685 -3.645842 -3.545570 0.023 0.027 0.056
H 5.148231 -5.771082 -4.270895 0.112 -0.009 0.086
H 5.245192 -5.407864 -2.546128 -0.110 -0.023 0.070
H -1.026685 -5.558622 -2.605294 0.016 0.019 0.119
H 0.373679 -5.281202 -3.636385 -0.027 -0.041 -0.014
H 0.067739 -3.090133 -3.341666 0.027 0.053 0.038
H 0.579616 -1.887554 -1.324206 0.101 0.019 -0.074
H 0.341411 -3.312103 -0.328812 0.046 -0.085 0.029
H 1.730091 -3.265411 -1.410453 -0.013 0.021 -0.030
H -2.054829 -3.265267 -2.882861 0.323 -0.097 0.558
C 2.909386 1.267974 3.223912 -0.030 -0.053 0.009
C 2.007318 1.110091 1.980280 0.298 -0.040 0.172
C 1.186201 2.376563 1.707586 -0.074 0.113 -0.071
C 0.048938 2.606552 2.698142 0.028 -0.003 0.016
C -0.844404 1.373650 2.790883 -0.095 0.153 -0.070
C -0.075137 0.091946 3.118367 0.050 -0.183 0.311
N 1.053347 -0.037125 2.134633 -0.404 0.483 -0.116
O 0.677244 -0.532424 1.020823 0.125 -0.243 -0.130
C 0.415692 0.113752 4.570543 0.069 0.003 -0.050
C -0.976659 -1.127110 2.953067 -0.057 0.002 -0.017
C 2.901725 0.814795 0.781695 0.014 -0.004 -0.087
H 3.946524 1.395586 2.914254 -0.022 0.077 -0.035
H 2.638370 2.133389 3.829955 -0.046 -0.030 0.027
H 2.878434 0.385659 3.857767 0.026 -0.039 -0.032
H 0.760951 2.294557 0.702040 0.009 -0.064 0.004
H 1.868206 3.231622 1.694663 0.000 0.011 -0.001
H 0.441105 2.874466 3.684286 0.028 -0.042 0.002
H -0.551694 3.455719 2.365561 -0.011 0.002 0.022
H -1.620347 1.520193 3.546948 -0.014 -0.003 -0.004
H -1.358114 1.237849 1.834460 0.041 -0.056 -0.004
H 1.066889 -0.738436 4.769616 -0.016 -0.009 0.004
H -0.451582 0.036066 5.227565 -0.019 -0.010 -0.022
H 0.944609 1.024382 4.840010 0.008 0.008 -0.015
H -1.430797 -1.163371 1.966873 0.034 -0.001 -0.015
H -1.767775 -1.080396 3.704264 0.015 0.006 0.008
H -0.412944 -2.049411 3.096816 0.008 0.004 -0.002
H 3.437905 -0.123850 0.925519 0.021 -0.025 0.000
H 3.630749 1.622527 0.687695 -0.002 -0.005 0.020
H 2.334442 0.743625 -0.142405 -0.019 -0.034 0.022
C -4.091272 4.484127 -2.067293 0.006 0.043 0.054
C -3.866926 3.605936 -0.816751 0.165 0.189 -0.283
C -4.932466 2.510095 -0.690498 -0.062 -0.107 0.025
C -6.306780 3.027746 -0.281017 0.017 0.047 -0.030
C -6.215615 3.851173 0.999846 -0.058 -0.115 0.012
C -5.203589 4.997154 0.903784 -0.022 0.346 -0.066
N -3.889907 4.429222 0.443407 -0.456 -0.583 0.032
O -3.215330 3.905900 1.392278 0.311 0.172 0.187
C -5.722502 6.094461 -0.032514 0.071 -0.034 -0.031
C -4.985165 5.626235 2.275254 -0.023 -0.018 0.060
C -2.491364 2.955841 -0.933618 0.038 -0.022 0.043
H -3.358619 4.229415 -2.832238 -0.040 -0.080 -0.007
H -5.080727 4.345652 -2.504090 -0.028 0.037 0.040
H -3.961455 5.540885 -1.848165 0.053 0.006 0.013
H -4.591609 1.784698 0.054244 0.040 0.045 0.018
H -4.986715 1.980888 -1.644934 -0.008 -0.020 0.003
H -6.754208 3.617831 -1.086171 0.025 0.025 0.002
H -6.975579 2.180202 -0.120153 -0.016 0.004 -0.018
H -7.189551 4.276678 1.256245 -0.011 -0.015 0.013
H -5.923101 3.196576 1.826365 0.062 0.025 -0.008
H -4.957145 6.853422 -0.200047 -0.005 0.006 0.013
H -6.577610 6.576787 0.442715 0.005 -0.011 0.026
H -6.056279 5.722717 -0.997105 0.013 -0.016 -0.011
H -4.697511 4.886082 3.016665 0.026 -0.009 -0.024
H -5.914782 6.100276 2.595142 -0.001 0.003 -0.018
H -4.204714 6.387021 2.231661 0.000 -0.001 -0.011
H -1.705107 3.712404 -0.951781 -0.007 0.010 -0.009
H -2.454272 2.394078 -1.867950 -0.007 0.013 -0.004
H -2.290264 2.271719 -0.114139 -0.010 0.025 0.016
```
Positions in Å, forces in eV/Å.

Output
expectation value of S²	2.01
largest force on an atom	0.74	eV/Å
HOMO level (spin up / spin down)	-5.487 / -5.487	eV
gap between HOMO and LUMO (spin up / spin down)	0.2699 / 0.2650	Eh
LUMO (spin up / spin down)	1.86 / 1.73	eV
multiplicity	3
charge	-1



(2)
This record from the Open Molecules 2025 dataset describes a structure of composition C22H26BN4O5S3SeTm at a distorted geometry. The level of theory is ωB97M-V/def2-TZVPD.

Geometry as XYZ:
```
63
Properties=species:S:1:pos:R:3:forces:R:3
Tm -1.442903 0.941483 0.533637 -1.098 -0.989 0.141
N -3.753307 1.975139 0.862312 -0.055 0.453 0.095
C -3.873246 2.747864 -0.393508 -0.035 0.595 -0.073
C -2.588760 3.595905 -0.546126 -1.114 0.363 -0.354
O -2.655197 4.817223 -0.638111 -0.047 -0.221 0.012
N -1.489826 2.848788 -0.538255 0.855 0.076 0.118
C -0.274020 3.638357 -0.505588 -0.130 0.555 -0.197
C 0.984722 2.836973 -0.388005 0.649 0.613 0.472
O 2.032427 3.246357 0.006883 -0.458 -0.188 -0.271
O 0.863176 1.540803 -0.896595 -0.240 -0.217 -0.197
H -4.645645 1.510201 1.040484 0.381 0.001 0.054
H -3.639846 2.662395 1.613653 -0.016 -0.322 -0.047
H -4.730230 3.432242 -0.377090 0.165 -0.179 -0.119
H -3.968568 2.052063 -1.236252 -0.042 0.091 0.104
H -0.296108 4.375595 0.312582 0.143 -0.229 -0.230
H -0.178546 4.221490 -1.438703 0.091 -0.039 0.205
C -2.499930 -1.604094 -2.270390 0.317 0.223 0.276
C -3.667293 -2.060488 -1.410960 -0.157 0.396 0.432
S -4.058841 -0.857566 -0.087222 0.092 -0.399 -0.198
C -4.175787 -1.929338 1.387974 0.047 0.223 -0.371
C -2.902249 -2.663419 1.765751 0.421 0.468 0.013
S -1.468641 -1.522207 1.949639 0.039 -0.495 0.061
C -0.168251 -2.324465 0.952342 -0.268 0.086 0.218
C -0.439213 -2.542565 -0.526728 0.020 0.319 -0.068
S -0.969897 -1.031353 -1.427377 -0.220 -0.793 -0.387
H -2.790085 -0.733888 -2.860633 0.022 -0.065 -0.104
H -2.218673 -2.411328 -2.945691 0.054 0.097 -0.128
H -3.483642 -3.023931 -0.940138 0.026 -0.050 -0.065
H -4.552428 -2.142572 -2.045966 0.104 -0.152 0.042
H -4.990791 -2.637256 1.223023 -0.006 0.081 0.138
H -4.459207 -1.230234 2.176219 -0.078 -0.087 0.040
H -2.645482 -3.424620 1.033702 0.023 -0.076 -0.031
H -3.047789 -3.149039 2.730396 0.005 -0.071 -0.046
H 0.075318 -3.282817 1.416473 0.133 0.092 -0.012
H 0.675782 -1.642451 1.098961 0.081 -0.157 0.085
H -1.192703 -3.310322 -0.695515 -0.015 -0.010 -0.061
H 0.497324 -2.856984 -0.989851 -0.097 -0.081 -0.043
O 2.144427 -0.370230 -1.649978 -0.366 -0.127 0.349
B 1.956291 0.998520 -1.510235 0.219 -0.193 -0.215
O 2.927026 1.714678 -2.168985 -0.052 0.562 -0.024
C 3.746127 0.786991 -2.738353 0.099 -0.974 -0.131
C 4.852700 0.970262 -3.539419 -0.332 0.143 0.209
C 5.478843 -0.177234 -4.009716 0.111 -0.113 -0.008
C 5.036079 -1.445687 -3.659605 0.150 -0.009 -0.116
C 3.927417 -1.629195 -2.844267 -0.422 0.145 0.190
C 3.277064 -0.492544 -2.413638 0.689 0.410 -0.426
H 5.200738 1.960224 -3.787884 0.034 0.080 -0.038
H 6.334907 -0.077229 -4.659502 0.090 0.001 -0.017
H 5.560706 -2.315835 -4.028945 0.033 0.005 -0.020
H 3.583314 -2.614616 -2.570836 -0.049 -0.080 0.026
Se -0.967482 1.990866 3.033849 -0.451 0.902 0.870
N 0.200536 1.289197 1.792905 -0.872 0.120 -1.676
C 1.151593 0.606499 2.486919 2.156 -0.687 0.852
C 2.236869 -0.052097 1.905439 -0.766 0.789 0.154
C 3.201427 -0.624291 2.713505 0.607 -0.491 0.425
C 3.100746 -0.541372 4.099075 0.264 -0.189 -0.474
C 2.019580 0.063602 4.701609 -0.282 0.064 0.060
C 1.006825 0.629596 3.915163 -0.223 -0.068 -0.647
N -0.081319 1.247565 4.408590 -0.388 -0.021 1.112
H 2.345987 -0.062351 0.830605 0.050 -0.012 -0.117
H 4.049338 -1.117591 2.262242 0.112 -0.050 -0.033
H 3.892044 -0.948726 4.710696 0.080 -0.076 0.079
H 1.956571 0.149055 5.775439 -0.081 -0.039 0.112
```
Positions in Å, forces in eV/Å.

Output
expectation value of S²	2.00
largest force on an atom	2.42	eV/Å
HOMO level (spin up / spin down)	-4.627 / -4.635	eV
gap between HOMO and LUMO (spin up / spin down)	0.1537 / 0.1540	Eh
LUMO (spin up / spin down)	-0.44 / -0.44	eV
multiplicity	3



(3)
This record from the Open Molecules 2025 dataset describes the molecule C4H8O3. The level of theory is ωB97M-V/def2-TZVPD.

Geometry as XYZ:
```
15
Properties=species:S:1:pos:R:3:forces:R:3
C -0.967967 0.744348 -1.291504 0.001 0.040 -0.022
C -0.662057 -0.425517 -0.372569 -0.176 0.233 0.080
O 0.193844 -1.317134 -1.058065 0.065 -0.230 0.081
C 0.018873 -0.002122 0.924432 -0.098 0.149 -0.104
O 0.320657 -1.209458 1.617780 0.126 0.043 0.223
C 1.338141 0.723158 0.687705 0.298 0.179 0.270
O 1.915110 1.282009 1.593330 -0.257 -0.257 -0.427
H -1.437090 0.374492 -2.207075 0.043 0.053 0.137
H -1.649070 1.454054 -0.810328 0.086 -0.110 -0.056
H -0.054348 1.275239 -1.580206 -0.125 -0.077 0.051
H -1.603451 -0.930052 -0.102263 0.140 0.038 -0.023
H 0.462900 -1.972900 -0.396353 0.017 0.025 -0.224
H -0.634059 0.646145 1.527376 0.074 -0.092 -0.093
H 0.961799 -1.002691 2.311934 -0.150 -0.067 -0.033
H 1.780422 0.649989 -0.324715 -0.042 0.075 0.139
```
Positions in Å, forces in eV/Å.

Output
largest force on an atom	0.56	eV/Å
HOMO level	-9.875	eV
SMILES	C[C@@H](O)[C@@H](O)C=O
gap between HOMO and LUMO	0.3855	Eh
LUMO	0.61	eV
multiplicity	1



(4)
This record from the Open Molecules 2025 dataset describes a cluster of 2 separate species, C15H17NO2S in total at a distorted geometry. The level of theory is ωB97M-V/def2-TZVPD.

Geometry as XYZ:
```
36
Properties=species:S:1:pos:R:3:forces:R:3
C 3.240017 3.236895 -2.921061 0.299 0.233 0.058
C 2.159483 2.577833 -2.135382 0.033 -0.179 -0.086
C 1.564514 1.408444 -2.594914 -0.040 -0.090 -0.063
C 0.591286 0.773873 -1.863556 -0.176 -0.190 -0.043
C 0.157570 1.276204 -0.617724 -0.168 0.079 0.168
C -0.834111 0.538278 0.082562 0.315 0.168 -0.025
C -1.405175 0.672573 1.375567 -0.050 0.082 0.322
C -2.465864 -0.197940 1.711680 0.185 -0.051 -0.486
C -3.082646 -0.137980 2.935596 -0.277 -0.131 0.146
C -2.668114 0.783294 3.879179 -0.141 -0.137 -0.070
C -1.615611 1.633883 3.593447 0.255 0.289 -0.032
C -0.987341 1.579621 2.373111 0.121 -0.034 -0.040
C 0.730626 2.494506 -0.196053 0.035 0.193 -0.053
C 1.709915 3.115756 -0.933618 -0.220 -0.030 0.324
H 3.707852 4.044302 -2.357014 -0.066 -0.013 -0.020
H 4.022543 2.522867 -3.180095 -0.067 -0.049 -0.063
H 2.852578 3.659327 -3.848629 -0.044 -0.051 -0.053
H 1.874391 1.002101 -3.542038 0.048 -0.172 -0.169
H 0.136419 -0.124182 -2.245147 -0.018 -0.310 -0.058
H -1.233394 -0.292066 -0.477181 -0.089 -0.349 -0.165
H -2.788680 -0.925160 0.986876 -0.030 -0.241 -0.189
H -3.890117 -0.813877 3.163136 -0.088 -0.116 -0.010
H -3.155576 0.829678 4.838407 -0.071 0.002 0.169
H -1.282255 2.338525 4.337557 0.103 0.082 0.079
H -0.135892 2.207945 2.210823 0.166 0.124 0.041
H 0.358827 2.990338 0.677365 0.021 0.127 0.176
H 2.135341 4.041102 -0.584927 0.040 0.198 0.101
C 0.067194 -5.722105 -0.321703 0.054 0.486 0.030
S -0.279747 -4.018785 -0.892873 2.071 0.193 1.369
N 0.839666 -3.209210 -0.023674 -1.277 -3.659 -0.624
O 0.028419 -4.077403 -2.342290 -1.075 0.507 1.183
O -1.666831 -3.765526 -0.433421 0.713 0.249 -1.064
H -0.590865 -6.435696 -0.813290 -0.175 0.290 -0.208
H 1.095998 -5.980928 -0.554574 0.067 0.191 -0.058
H -0.088481 -5.786169 0.751202 -0.016 0.188 0.054
H 0.898062 -2.240317 -0.037345 -0.437 2.122 -0.641
```
Positions in Å, forces in eV/Å.

Output
largest force on an atom	3.93	eV/Å
HOMO level	-6.363	eV
gap between HOMO and LUMO	0.1130	Eh
LUMO	-3.29	eV
multiplicity	1